1.
A structure of composition C27H28BiF6N4O6S3Te, computed with wB97M-V/def2-TZVPD.

```
! RIJCOSX wB97M-V def2-TZVPD def2/J DEFGRID3
* xyz -1 1
Bi -0.079 -0.105 0.068
C 0.215 2.424 2.893
N -0.101 2.445 1.465
C -1.474 2.904 1.207
C -2.552 2.257 2.075
C -2.531 0.735 2.213
N -2.410 0.035 0.946
C -3.442 -0.587 0.509
C -3.575 -1.429 -0.651
C -4.888 -1.817 -0.983
C -5.160 -2.641 -2.043
C -4.081 -3.129 -2.798
C -2.791 -2.792 -2.491
C -2.483 -1.925 -1.411
O -1.239 -1.659 -1.173
C 0.872 3.364 0.836
C 0.932 3.275 -0.682
C 2.042 2.356 -1.206
N 2.128 1.165 -0.379
C 3.250 0.881 0.157
C 3.521 -0.146 1.141
C 4.849 -0.567 1.290
C 5.210 -1.512 2.222
C 4.217 -2.029 3.062
C 2.913 -1.608 2.967
C 2.510 -0.657 1.998
O 1.278 -0.256 1.953
H 0.141 3.435 3.326
H 1.228 2.049 3.021
H -0.442 1.761 3.445
H -1.703 2.718 0.154
H -1.539 3.995 1.359
H -3.513 2.553 1.643
H -2.524 2.678 3.083
H -3.445 0.423 2.733
H -1.693 0.414 2.836
H -4.368 -0.487 1.091
H -5.702 -1.438 -0.372
H -6.177 -2.917 -2.286
H -4.270 -3.790 -3.636
H -1.955 -3.176 -3.062
H 1.849 3.129 1.263
H 0.626 4.391 1.149
H 1.056 4.265 -1.124
H -0.021 2.903 -1.050
H 3.006 2.883 -1.213
H 1.796 2.068 -2.230
H 4.125 1.481 -0.133
H 5.600 -0.143 0.630
H 6.234 -1.849 2.301
H 4.479 -2.779 3.800
H 2.143 -2.009 3.613
F -0.547 -4.718 3.315
C 0.200 -4.865 2.212
F 0.182 -6.154 1.864
F 1.454 -4.522 2.505
S -0.474 -3.810 0.858
O -0.398 -2.480 1.421
O -1.752 -4.377 0.573
N 0.539 -4.092 -0.304
S 1.779 -3.236 -0.713
O 1.581 -1.793 -0.707
O 3.024 -3.705 -0.193
C 1.821 -3.637 -2.510
F 0.708 -3.260 -3.125
F 2.856 -2.992 -3.061
F 1.995 -4.947 -2.697
Te -1.180 0.931 -2.794
C -0.911 2.960 -3.298
C 0.087 3.546 -4.030
C -0.027 4.962 -4.125
C -1.109 5.447 -3.456
S -1.998 4.169 -2.735
H 0.879 2.970 -4.488
H 0.669 5.590 -4.667
H -1.434 6.472 -3.372
*
```

The HOMO-LUMO gap is 0.2460 Ha. The calculation puts the LUMO energy at 2.29 eV. For the total energy, the calculation gives -3992.61172 a.u. Its energy above the lowest of the compared OMol25 structures with the same formula, charge and spin is 0.0 kJ/mol.

***

2.
A structure of composition C27H28Br2N3O3Pd, computed with wB97M-V/def2-TZVPD.

```
! RIJCOSX wB97M-V def2-TZVPD def2/J DEFGRID3
* xyz 3 1
Pd -0.120 -0.294 0.961
C -0.304 3.723 3.176
C 0.766 3.013 2.354
C 2.161 3.567 2.673
C 0.759 1.512 2.564
C 1.690 0.682 1.915
C 1.717 -0.726 2.115
C 0.934 -1.354 3.122
C 1.141 -2.797 3.463
C -0.026 -0.547 3.699
C -0.167 0.825 3.351
H -0.229 4.798 3.020
H -0.171 3.543 4.245
H -1.317 3.428 2.893
H 0.557 3.187 1.293
H 2.451 3.330 3.697
H 2.153 4.651 2.572
H 2.931 3.191 1.998
H 2.416 1.115 1.237
H 2.469 -1.304 1.590
H 1.053 -3.435 2.581
H 0.427 -3.131 4.214
H 2.142 -2.949 3.869
H -0.705 -0.955 4.437
H -0.971 1.377 3.821
C -2.419 -2.449 2.443
C -3.021 -2.011 1.156
C -4.240 -2.550 0.738
C -4.811 -2.148 -0.445
C -4.152 -1.174 -1.205
C -4.673 -0.656 -2.456
Br -6.231 -1.299 -3.142
C -4.019 0.346 -3.209
C -2.858 0.888 -2.760
Br -1.958 2.180 -3.681
C -2.272 0.454 -1.441
O -1.334 1.028 -0.965
C -2.941 -0.679 -0.716
N -2.367 -1.088 0.414
H -3.020 -3.219 2.919
H -2.354 -1.597 3.119
H -1.411 -2.836 2.283
H -4.730 -3.287 1.359
H -5.752 -2.572 -0.767
H -4.462 0.671 -4.141
O 3.656 2.485 -5.651
C 4.403 1.506 -4.998
N 3.541 0.499 -4.366
C 3.071 0.665 -3.124
O 3.329 1.605 -2.394
C 2.143 -0.415 -2.574
C 1.874 -1.662 -3.112
C 1.022 -2.527 -2.430
C 0.476 -2.132 -1.229
N 0.760 -0.923 -0.704
C 1.554 -0.079 -1.365
H 3.503 3.227 -5.056
H 5.044 1.916 -4.222
H 5.007 0.988 -5.737
H 3.152 -0.212 -4.962
H 2.326 -1.989 -4.040
H 0.802 -3.515 -2.811
H -0.156 -2.784 -0.641
H 1.762 0.897 -0.947
*
```

The HOMO-LUMO gap is 0.1785 Ha. The calculation puts the LUMO energy at -12.10 eV. For the total energy, the calculation gives -6710.56486 a.u. Its energy above the lowest of the compared OMol25 structures with the same formula, charge and spin is 18.6 kJ/mol.

***

3.
A structure of composition C27H28BrIN4O4Ti, computed with wB97M-V/def2-TZVPD.

```
! RIJCOSX wB97M-V def2-TZVPD def2/J DEFGRID3
* xyz 2 1
Ti -0.350 -0.104 0.419
C 4.340 1.470 1.654
C 4.116 0.004 2.022
N 3.834 -0.845 0.852
C 4.934 -1.714 0.396
C 5.986 -0.966 -0.411
C 2.661 -0.826 0.259
C 2.444 -1.625 -0.993
N 1.645 -0.085 0.726
H 4.544 2.045 2.556
H 3.475 1.914 1.159
H 5.194 1.577 0.988
H 3.310 -0.104 2.751
H 5.011 -0.395 2.493
H 4.522 -2.539 -0.176
H 5.379 -2.147 1.291
H 5.550 -0.499 -1.296
H 6.755 -1.664 -0.738
H 6.472 -0.195 0.186
H 3.313 -1.564 -1.644
H 1.593 -1.228 -1.542
H 2.258 -2.675 -0.758
H 1.903 0.511 1.502
N -4.397 0.617 1.286
C -3.112 0.923 1.154
N -2.348 -0.164 1.099
C -3.220 -1.263 1.233
C -2.994 -2.635 1.328
C -4.099 -3.449 1.476
C -5.401 -2.934 1.544
C -5.636 -1.578 1.489
C -4.522 -0.763 1.341
H -5.150 1.286 1.346
H -2.769 1.942 1.097
H -2.001 -3.056 1.326
H -3.954 -4.517 1.556
H -6.232 -3.616 1.659
H -6.633 -1.166 1.566
I 0.051 8.500 0.458
C -0.060 6.425 0.487
C -0.235 5.724 -0.708
C -0.310 4.349 -0.690
C -0.207 3.663 0.529
C -0.032 4.371 1.726
C 0.041 5.745 1.703
C -0.284 2.230 0.551
O -0.201 1.517 1.607
O -0.474 1.536 -0.550
H -0.310 6.262 -1.642
H -0.445 3.794 -1.609
H 0.041 3.831 2.662
H 0.174 6.300 2.620
Br -2.842 0.827 -3.887
C -2.345 -0.963 -3.540
C -2.658 -1.980 -4.429
C -2.278 -3.283 -4.131
C -1.594 -3.570 -2.961
C -1.290 -2.545 -2.072
C -1.668 -1.239 -2.369
C -0.546 -2.877 -0.832
O -0.100 -3.948 -0.559
O -0.395 -1.826 0.037
H -3.191 -1.755 -5.342
H -2.520 -4.077 -4.823
H -1.292 -4.580 -2.722
H -1.451 -0.403 -1.709
*
```

The HOMO-LUMO gap is 0.2299 Ha. The calculation puts the LUMO energy at -7.39 eV. For the total energy, the calculation gives -5286.50883 a.u. Its energy above the lowest of the compared OMol25 structures with the same formula, charge and spin is 107.3 kJ/mol.

***

4.
A cluster of 13 separate species, C27H28Cl49P in total, computed with wB97M-V/def2-TZVPD.

```
! RIJCOSX wB97M-V def2-TZVPD def2/J DEFGRID3
* xyz 0 1
C 2.548 -2.568 -0.709
C 2.047 -1.494 -0.030
P 2.546 0.223 -0.253
C 3.098 0.333 -2.003
C 2.256 -0.372 -3.074
C 2.359 0.214 -4.473
Cl 2.175 1.987 -4.553
C 0.943 1.100 0.028
C 0.167 1.641 -1.196
C -1.151 0.862 -1.477
C -2.326 1.802 -1.162
C -1.294 0.388 -2.940
C -1.230 -1.144 -3.102
C -2.499 -1.862 -2.750
C -2.657 -2.707 -1.726
C -1.587 -3.001 -0.696
C -3.953 -3.452 -1.514
H 1.850 -3.231 -1.217
H 3.599 -2.846 -0.716
H 1.299 -1.675 0.748
H 3.190 1.403 -2.202
H 4.119 -0.050 -1.988
H 2.621 -1.399 -3.156
H 1.230 -0.444 -2.733
H 1.543 -0.192 -5.070
H 3.274 -0.093 -4.975
H 1.127 1.903 0.738
H 0.291 0.391 0.542
H -0.142 2.655 -0.932
H 0.776 1.744 -2.091
H -1.233 -0.011 -0.827
H -2.256 2.159 -0.131
H -2.233 2.681 -1.801
H -3.287 1.317 -1.335
H -0.561 0.855 -3.600
H -2.275 0.693 -3.315
H -0.428 -1.551 -2.486
H -0.981 -1.361 -4.147
H -3.345 -1.709 -3.416
H -1.516 -2.181 0.020
H -0.608 -3.118 -1.162
H -1.800 -3.925 -0.161
H -3.729 -4.520 -1.466
H -4.629 -3.240 -2.340
H -4.388 -3.160 -0.562
C 6.013 2.595 -5.947
Cl 7.670 2.966 -6.427
Cl 5.996 2.120 -4.245
Cl 5.004 4.023 -6.177
Cl 5.390 1.267 -6.934
C -7.574 -1.711 0.899
Cl -9.144 -1.422 0.147
Cl -7.463 -3.407 1.374
Cl -6.287 -1.337 -0.250
Cl -7.405 -0.685 2.327
C 5.241 -1.229 3.490
Cl 4.031 -0.987 2.226
Cl 5.704 0.345 4.142
Cl 4.570 -2.240 4.778
Cl 6.658 -2.028 2.800
C 9.173 6.617 -4.029
Cl 8.333 7.983 -3.289
Cl 9.758 7.084 -5.630
Cl 10.543 6.150 -3.016
Cl 8.066 5.253 -4.188
C -12.969 -2.303 -0.905
Cl -14.278 -2.218 -2.086
Cl -12.638 -0.684 -0.277
Cl -13.442 -3.364 0.425
Cl -11.515 -2.941 -1.677
C -9.323 -6.064 4.256
Cl -8.421 -4.921 5.254
Cl -10.592 -5.204 3.379
Cl -8.225 -6.823 3.097
Cl -10.046 -7.305 5.281
C -5.702 3.059 -2.915
Cl -4.756 4.144 -1.896
Cl -6.987 3.962 -3.721
Cl -4.649 2.327 -4.133
Cl -6.405 1.794 -1.907
C 2.004 3.659 3.499
Cl 2.401 4.498 1.995
Cl 0.435 2.859 3.327
Cl 3.245 2.454 3.843
Cl 1.923 4.824 4.824
C 1.712 6.700 8.603
Cl 0.845 8.054 9.333
Cl 2.141 7.106 6.936
Cl 3.180 6.373 9.524
Cl 0.681 5.267 8.606
C 3.522 -5.894 1.151
Cl 1.801 -5.919 0.749
Cl 3.950 -7.381 2.003
Cl 4.466 -5.770 -0.341
Cl 3.868 -4.498 2.169
C 3.392 -5.442 -4.484
Cl 3.576 -4.307 -3.145
Cl 4.777 -6.536 -4.517
Cl 1.909 -6.374 -4.258
Cl 3.304 -4.553 -6.008
C 5.918 5.403 12.676
Cl 4.627 6.583 12.923
Cl 5.342 4.122 11.605
Cl 7.311 6.202 11.941
Cl 6.387 4.708 14.229
*
```

The HOMO-LUMO gap is 0.2680 Ha. The calculation puts the LUMO energy at 0.07 eV. For the total energy, the calculation gives -23936.09265 a.u. Its energy above the lowest of the compared OMol25 structures with the same formula, charge and spin is 0.0 kJ/mol.

***

5.
A structure of composition C27H28DyN2Si, computed with wB97M-V/def2-TZVPD.

```
! RIJCOSX wB97M-V def2-TZVPD def2/J DEFGRID3
* xyz 1 6
C 1.088 0.919 -0.193
C 0.047 1.409 -1.040
C -1.054 1.812 -0.222
H 0.122 1.546 -2.120
C -0.693 1.569 1.144
C 0.634 1.011 1.159
H 1.254 0.821 2.043
H 2.086 0.638 -0.536
H -1.975 2.272 -0.592
H -1.286 1.856 2.023
Dy -0.735 -0.645 0.037
C -1.510 -3.002 -3.761
H -2.438 -2.706 -3.263
H -1.657 -3.982 -4.267
H -1.315 -2.310 -4.628
Si -0.183 -1.253 -3.493
C 1.575 -1.085 -4.032
C 2.325 0.112 -3.922
H 1.829 1.063 -3.696
C 3.717 0.076 -4.104
H 4.310 0.996 -4.008
C 4.350 -1.137 -4.419
H 5.432 -1.177 -4.548
C 3.602 -2.311 -4.590
H 4.082 -3.257 -4.860
C 2.214 -2.277 -4.428
H 1.601 -3.169 -4.584
C -1.304 0.112 -4.037
C -0.906 0.855 -5.162
H -0.050 0.526 -5.750
C -1.630 1.999 -5.520
H -1.270 2.612 -6.347
C -2.794 2.335 -4.817
H -3.355 3.220 -5.104
C -3.288 1.493 -3.811
H -4.232 1.713 -3.307
C -2.567 0.347 -3.450
H -2.976 -0.368 -2.732
H -0.067 -1.272 -1.922
H -0.642 -3.132 -3.019
N -1.068 -1.207 2.405
C 0.132 -1.849 2.950
C 0.362 -1.931 4.308
C 1.472 -2.671 4.768
C 2.332 -3.293 3.880
C 2.146 -3.188 2.470
C 3.009 -3.739 1.504
C 2.842 -3.421 0.172
C 1.823 -2.560 -0.218
N 0.894 -2.126 0.671
C 1.044 -2.411 2.019
H -1.867 -1.853 2.437
H -1.385 -0.426 2.988
H -0.325 -1.429 4.992
H 1.652 -2.713 5.844
H 3.186 -3.865 4.256
H 3.804 -4.406 1.847
H 3.505 -3.826 -0.581
H 1.721 -2.242 -1.252
*
```

The HOMO-LUMO gap (alpha / beta) is 0.2003 / 0.1443 Ha. The calculation puts the LUMO energy (alpha / beta) at -3.52 / -3.52 eV. For the total energy, the calculation gives -2329.35337 a.u. Its energy above the lowest of the compared OMol25 structures with the same formula, charge and spin is 23.8 kJ/mol.

***

6.
A cluster of 3 separate species, C27H28F13N4O4P2S in total, computed with wB97M-V/def2-TZVPD.

```
! RIJCOSX wB97M-V def2-TZVPD def2/J DEFGRID3
* xyz 1 1
C 3.502 1.680 3.813
C 3.736 0.215 3.307
P 3.679 0.109 1.464
C 4.102 -1.606 0.869
C 5.333 -1.462 -0.110
C 1.971 0.584 0.974
C 1.643 1.711 0.328
N 0.262 1.744 0.166
C -0.246 0.651 0.700
C -1.724 0.338 0.761
C -2.331 0.458 2.183
C -1.947 1.757 2.887
F -1.877 2.751 1.949
F -0.682 1.612 3.375
C -2.847 2.132 4.123
F -3.622 1.033 4.355
F -2.111 2.255 5.234
C -3.841 3.304 3.908
F -4.521 2.999 2.762
F -4.761 3.247 4.873
C -3.284 4.755 3.731
F -3.211 5.119 2.441
F -4.203 5.593 4.273
C -1.929 5.135 4.395
F -0.885 4.399 3.975
F -1.665 6.392 3.968
C -1.933 5.217 5.981
F -2.981 4.628 6.545
F -1.863 6.484 6.378
F -0.801 4.639 6.411
N 0.742 -0.089 1.200
P 0.529 -1.640 2.008
S 0.431 -1.573 3.925
H 2.972 1.661 4.772
H 2.882 2.259 3.114
H 4.483 2.158 3.890
H 4.723 -0.086 3.681
H 2.980 -0.405 3.807
H 4.383 -2.286 1.684
H 3.296 -2.077 0.294
H 4.924 -1.462 -1.128
H 6.056 -2.268 0.042
H 5.787 -0.478 0.051
H 2.359 2.463 0.024
H -0.245 2.495 -0.280
H -2.270 1.005 0.087
H -1.849 -0.691 0.402
H -2.027 -0.381 2.825
H -3.415 0.334 2.063
H 1.548 -2.463 1.486
H -0.683 -2.177 1.522
C 2.632 -3.131 -6.171
C 3.487 -4.095 -5.648
C 3.532 -4.315 -4.281
C 2.712 -3.564 -3.455
C 1.861 -2.596 -3.959
C 1.823 -2.380 -5.327
N 2.730 -3.799 -2.010
O 3.491 -4.630 -1.569
O 1.964 -3.132 -1.328
H 2.595 -2.966 -7.240
H 4.115 -4.677 -6.308
H 4.198 -5.065 -3.878
H 1.236 -2.016 -3.309
H 1.161 -1.628 -5.736
C -4.745 -2.348 -6.137
C -4.584 -0.986 -5.918
C -3.527 -0.528 -5.149
C -2.639 -1.445 -4.611
C -2.792 -2.807 -4.816
C -3.853 -3.257 -5.584
N -1.505 -0.964 -3.817
O -1.401 0.234 -3.634
O -0.722 -1.792 -3.383
H -5.569 -2.702 -6.743
H -5.282 -0.281 -6.349
H -3.405 0.533 -4.981
H -2.097 -3.517 -4.390
H -3.983 -4.317 -5.755
*
```

The HOMO-LUMO gap is 0.2986 Ha. The calculation puts the LUMO energy at -3.04 eV. For the total energy, the calculation gives -3944.40539 a.u.

***

Repeat the first record exactly.
A structure of composition C27H28BiF6N4O6S3Te, computed with wB97M-V/def2-TZVPD.

```
! RIJCOSX wB97M-V def2-TZVPD def2/J DEFGRID3
* xyz -1 1
Bi -0.079 -0.105 0.068
C 0.215 2.424 2.893
N -0.101 2.445 1.465
C -1.474 2.904 1.207
C -2.552 2.257 2.075
C -2.531 0.735 2.213
N -2.410 0.035 0.946
C -3.442 -0.587 0.509
C -3.575 -1.429 -0.651
C -4.888 -1.817 -0.983
C -5.160 -2.641 -2.043
C -4.081 -3.129 -2.798
C -2.791 -2.792 -2.491
C -2.483 -1.925 -1.411
O -1.239 -1.659 -1.173
C 0.872 3.364 0.836
C 0.932 3.275 -0.682
C 2.042 2.356 -1.206
N 2.128 1.165 -0.379
C 3.250 0.881 0.157
C 3.521 -0.146 1.141
C 4.849 -0.567 1.290
C 5.210 -1.512 2.222
C 4.217 -2.029 3.062
C 2.913 -1.608 2.967
C 2.510 -0.657 1.998
O 1.278 -0.256 1.953
H 0.141 3.435 3.326
H 1.228 2.049 3.021
H -0.442 1.761 3.445
H -1.703 2.718 0.154
H -1.539 3.995 1.359
H -3.513 2.553 1.643
H -2.524 2.678 3.083
H -3.445 0.423 2.733
H -1.693 0.414 2.836
H -4.368 -0.487 1.091
H -5.702 -1.438 -0.372
H -6.177 -2.917 -2.286
H -4.270 -3.790 -3.636
H -1.955 -3.176 -3.062
H 1.849 3.129 1.263
H 0.626 4.391 1.149
H 1.056 4.265 -1.124
H -0.021 2.903 -1.050
H 3.006 2.883 -1.213
H 1.796 2.068 -2.230
H 4.125 1.481 -0.133
H 5.600 -0.143 0.630
H 6.234 -1.849 2.301
H 4.479 -2.779 3.800
H 2.143 -2.009 3.613
F -0.547 -4.718 3.315
C 0.200 -4.865 2.212
F 0.182 -6.154 1.864
F 1.454 -4.522 2.505
S -0.474 -3.810 0.858
O -0.398 -2.480 1.421
O -1.752 -4.377 0.573
N 0.539 -4.092 -0.304
S 1.779 -3.236 -0.713
O 1.581 -1.793 -0.707
O 3.024 -3.705 -0.193
C 1.821 -3.637 -2.510
F 0.708 -3.260 -3.125
F 2.856 -2.992 -3.061
F 1.995 -4.947 -2.697
Te -1.180 0.931 -2.794
C -0.911 2.960 -3.298
C 0.087 3.546 -4.030
C -0.027 4.962 -4.125
C -1.109 5.447 -3.456
S -1.998 4.169 -2.735
H 0.879 2.970 -4.488
H 0.669 5.590 -4.667
H -1.434 6.472 -3.372
*
```

The HOMO-LUMO gap is 0.2460 Ha. The calculation puts the LUMO energy at 2.29 eV. For the total energy, the calculation gives -3992.61172 a.u. Its energy above the lowest of the compared OMol25 structures with the same formula, charge and spin is 0.0 kJ/mol.